[1]
18
Properties=species:S:1:pos:R:3 method="wB97M-V/def2-TZVPD" e_above_lowest_kcal_mol=30.1 multiplicity=2 max_force_ev_per_a=1.7 e_tot_ev=-12468.9001 total_charge=+1
O -5.7661 1.6754 -9.5997
H -4.8270 1.4998 -9.5405
H -5.9686 2.1687 -8.8048
O -6.6835 -0.3295 -14.1110
H -7.0717 -1.0722 -14.5737
H -6.9083 -0.4752 -13.1921
O -5.5763 2.1753 -12.3869
H -5.5096 1.3736 -12.9056
H -5.8603 1.8788 -11.5222
O -7.2897 3.9091 -10.7491
H -7.9866 4.5503 -10.8883
H -7.1619 3.5035 -11.6066
O -3.1556 3.6422 -11.6594
H -3.3597 3.2591 -10.8063
H -3.7847 3.2412 -12.2592
O -7.8944 3.7055 -13.6003
H -7.1874 3.4186 -14.1783
H -8.2934 4.4454 -14.0582

***

[2]
18
Properties=species:S:1:pos:R:3 method="wB97M-V/def2-TZVPD" e_above_lowest_kcal_mol=34.4 multiplicity=2 max_force_ev_per_a=1.2 e_tot_ev=-12468.7143 total_charge=+1
O 2.5395 2.1074 1.8718
H 1.6596 2.4615 1.7431
H 2.4206 1.1577 1.8575
O -2.5367 1.1143 -3.0827
H -2.7903 0.9900 -3.9973
H -2.2361 0.2515 -2.7976
O -0.2191 -0.3782 2.4598
H -0.5441 0.5065 2.6272
H 0.0639 -0.6961 3.3172
O -2.0846 -1.1660 -2.0252
H -2.8887 -1.6305 -2.2572
H -1.4404 -1.8589 -1.8804
O 2.7819 -0.6985 0.9127
H 2.3033 -0.4838 0.1121
H 2.5961 -1.6255 1.0621
O 0.4336 0.1993 -0.0771
H 0.2189 -0.1396 0.7920
H -0.2773 -0.1111 -0.6380

***

[3]
19
Properties=species:S:1:pos:R:3 method="wB97M-V/def2-TZVPD" multiplicity=4 max_force_ev_per_a=1.2 e_tot_ev=-15690.5562 total_charge=+3
Pt 0.0115 0.0992 0.0785
O 0.7133 1.5332 -1.5701
H 0.2268 2.3077 -1.8524
H 1.5973 1.6674 -1.9119
O -0.7427 -1.6264 1.3145
H -0.2333 -1.9081 2.0744
H -1.5347 -2.1631 1.3441
O -1.9667 0.3040 -0.8062
H -2.2284 0.0791 -1.6990
H -2.7736 0.2378 -0.2957
O -0.3687 1.6899 1.5211
H 0.1230 2.4186 1.8999
H -1.2742 1.8465 1.7888
O 2.0168 -0.2124 0.8376
H 2.1451 -0.6154 1.6964
H 2.8729 -0.2728 0.4139
O 0.4109 -1.5757 -1.2939
H 0.2100 -2.5041 -1.4121
H 0.7948 -1.3052 -2.1280

***

[4]
19
Properties=species:S:1:pos:R:3 method="wB97M-V/def2-TZVPD" e_above_lowest_kcal_mol=9.4 multiplicity=4 max_force_ev_per_a=0.9 e_tot_ev=-35588.1656 total_charge=+1
Ti -0.1179 0.2157 0.0808
O -1.6552 2.0772 0.2223
H -2.5665 2.3568 0.1346
H -1.1539 2.8926 0.2326
O 1.2044 1.7365 -1.1478
H 1.7235 2.4338 -0.7470
H 0.8825 2.1165 -1.9652
O 0.3175 -1.7367 1.1668
H 1.1842 -1.9846 1.4883
H -0.2903 -2.0984 1.8117
O 0.7564 -2.8669 -1.4587
H 0.1961 -3.6429 -1.4652
H 0.5926 -2.4597 -0.6081
O -1.4559 -0.8923 -1.3319
H -2.2701 -0.6392 -1.7670
H -0.9096 -1.2477 -2.0330
O 1.0590 1.0588 2.1447
H 1.7592 1.7093 2.1977
H 0.7442 0.9711 3.0443

***

[5]
18
Properties=species:S:1:pos:R:3 method="wB97M-V/def2-TZVPD" e_above_lowest_kcal_mol=16.8 multiplicity=2 max_force_ev_per_a=2.3 e_tot_ev=-65204.0267 total_charge=-1
S -3.2734 1.7314 2.0529
H -4.5656 1.5458 1.6572
H -3.0925 2.1737 0.8095
S -2.6706 0.4820 5.4285
H -2.9287 -0.7760 5.6951
H -1.5354 0.1802 4.8357
S -1.7183 -4.6973 -3.4547
H -2.9470 -4.9086 -3.9621
H -2.0728 -4.6517 -2.1895
S 4.5192 3.4845 4.4964
H 3.4408 2.5629 4.7033
H 4.7350 2.7724 3.4333
S 2.3294 -5.3758 -4.0035
H 1.6087 -4.4760 -4.6949
H 1.2700 -5.8668 -3.3492
S 1.8205 5.0140 -3.6900
H 2.7670 5.4688 -2.8936
H 2.3137 5.3366 -4.8745

***

[6]
21
Properties=species:S:1:pos:R:3 method="wB97M-V/def2-TZVPD" e_above_lowest_kcal_mol=0.0 max_force_ev_per_a=4.1 e_tot_ev=-14749.9603 total_charge=0
Li 24.4220 49.8970 18.2950
O 25.4810 48.2650 18.3490
H 26.3900 48.5800 18.3880
O 24.2820 48.4120 20.7180
H 23.4370 47.9760 20.9430
H 24.5520 48.2160 19.8060
O 23.9520 50.3730 16.3800
H 23.8590 49.7120 15.6990
H 24.4010 51.1310 16.1370
O 27.0920 48.4460 16.1110
H 26.4590 48.3110 16.9070
H 26.3680 48.4260 15.3220
O 25.0580 52.0730 18.9330
H 25.5510 52.6520 18.3350
H 24.1860 52.4630 19.2280
O 22.4230 50.1760 18.6610
H 22.5230 50.0840 19.6180
H 21.9340 49.3890 18.2630
O 24.3160 46.5920 16.6340
H 24.3960 45.7460 17.0270
H 24.7130 47.2110 17.3270

***

[7]
19
Properties=species:S:1:pos:R:3 method="wB97M-V/def2-TZVPD" e_above_lowest_kcal_mol=35.3 max_force_ev_per_a=4.2 e_tot_ev=-12488.9965 total_charge=+1
O 1.5562 0.4855 -1.2177
H 1.8495 -0.4295 -1.1483
H 2.1000 1.0652 -1.7838
O 2.1607 -3.6473 -0.9620
H 3.0841 -3.6931 -1.0453
H 1.9545 -4.4136 -0.4811
O 0.2049 -1.8014 1.1826
H -0.0377 -2.5568 0.6045
H 0.4026 -2.1669 1.9861
O -0.2697 2.6668 2.7107
H -1.0283 3.2085 2.3655
H 0.2601 3.3720 3.0977
O -4.0424 1.1969 -2.3320
H -3.7459 1.7494 -2.9783
H -4.6672 1.8063 -1.9140
O -0.2138 0.7789 0.4024
H -0.1483 1.5303 1.0481
H 0.6689 1.0083 -0.3509
H -0.0882 -0.1596 0.8157

***

[8]
23
Properties=species:S:1:pos:R:3 method="wB97M-V/def2-TZVPD" max_force_ev_per_a=0.6 e_tot_ev=-89568.4159 total_charge=0
He 2.8447 -0.6018 3.3207
Kr 0.3850 0.7020 0.8140
O -2.8771 1.5606 -0.2548
H -3.5971 1.4452 -0.8749
H -2.6545 0.6719 0.0225
O -0.9920 3.5677 -0.9496
H -0.5597 3.3353 -1.7714
H -1.5295 2.8047 -0.7370
O 3.5921 -0.7569 0.1135
H 4.4829 -1.1018 0.1748
H 3.6481 0.1207 0.4914
O -0.6874 -2.6608 1.7854
H -1.3171 -2.6222 1.0655
H -1.0368 -2.0587 2.4424
O 1.8661 -2.9339 0.6019
H 2.2556 -2.0610 0.5513
H 0.9924 -2.7863 0.9639
O 1.1289 2.8909 -2.8790
H 1.6268 3.0657 -2.0804
H 1.5556 2.1261 -3.2653
O -2.6877 -1.4053 0.1535
H -3.4028 -1.2486 0.7702
H -3.0363 -2.0534 -0.4585

***

[9]
22
Properties=species:S:1:pos:R:3 method="wB97M-V/def2-TZVPD" e_above_lowest_kcal_mol=101.4 max_force_ev_per_a=2.5 e_tot_ev=-22660.1876 total_charge=-1
I 0.2706 0.0342 0.0549
O 1.1422 2.7553 -0.0418
H 0.6424 1.9398 -0.0796
H 1.2374 3.0210 -0.9564
O -0.1820 1.7283 2.3754
H 0.6492 1.8463 2.8353
H 0.0655 1.3857 1.5166
O 0.3241 -2.6292 -1.0061
H 0.1876 -1.8605 -0.4523
H 0.1541 -3.3738 -0.4291
O 2.7590 -1.6940 0.6890
H 1.9568 -1.3970 0.2595
H 2.5304 -2.5452 1.0623
O -2.1163 0.0082 1.8156
H -1.7913 0.7233 2.3626
H -1.4587 -0.0847 1.1263
O 0.4253 -0.1665 -2.8380
H 0.1310 -0.3273 -1.9414
H -0.0742 0.5995 -3.1208
O -2.4070 -0.3576 -1.1048
H -1.5751 -0.0410 -0.7529
H -2.8709 0.4352 -1.3742

***

[10]
20
Properties=species:S:1:pos:R:3 method="wB97M-V/def2-TZVPD" e_above_lowest_kcal_mol=18.0 max_force_ev_per_a=0.9 e_tot_ev=-11949.6436 total_charge=+1
N -0.3699 0.0879 0.2496
H 0.1923 0.0543 -0.5888
H -0.5163 1.0600 0.4816
H 0.0665 -0.4149 1.0092
H -1.2634 -0.2929 -0.0272
O 1.0340 -1.7134 1.7758
H 0.6491 -2.3757 2.3497
H 1.9588 -1.6907 2.0220
O 0.7784 -0.5556 -2.4114
H 0.9266 -0.6525 -3.3521
H 1.6565 -0.5355 -2.0309
O 2.4303 0.5044 -0.1053
H 2.7712 -0.2909 0.3041
H 2.7793 1.2179 0.4289
O -1.0748 2.5020 0.7969
H -1.7240 2.8313 1.4185
H -1.3574 2.8464 -0.0503
O -2.6549 -0.6504 -0.6996
H -2.7261 -1.5983 -0.8119
H -3.5561 -0.3333 -0.7590

***

[11]
29
Properties=species:S:1:pos:R:3 method="wB97M-V/def2-TZVPD" e_above_lowest_kcal_mol=33.5 max_force_ev_per_a=1.6 e_tot_ev=-46830.8282 total_charge=+1
Na 2.3604 -3.2414 0.0899
Na 2.9888 0.1807 0.1998
Na 1.7775 -1.3353 -2.8968
S 0.2358 -0.2075 -0.5596
O 0.5287 0.2057 0.8328
O -1.1538 0.0572 -0.8336
O 1.1950 0.4736 -1.4525
O 0.6401 -1.6483 -0.7088
O -1.6296 -3.0959 -1.4528
H -2.3661 -2.4588 -1.5186
H -0.8738 -2.5875 -1.1403
O 0.4478 -2.0617 2.5050
H 0.2644 -1.2550 1.9929
H 1.4030 -2.1345 2.5214
O -1.2733 2.5908 -2.0484
H -1.3953 1.6684 -1.7686
H -0.4970 2.8964 -1.5725
O 0.9724 1.6482 3.1739
H 0.7598 1.1156 2.3944
H 1.8831 1.9326 3.0580
O -3.5449 -1.0869 -0.8894
H -2.6999 -0.6047 -0.9175
H -3.6773 -1.2995 0.0407
O 3.2592 2.1561 -1.8229
H 2.3464 1.8216 -1.7730
H 3.3608 2.7671 -1.0835
O -2.1400 1.2737 1.8155
H -1.6774 1.2354 2.6594
H -1.4947 0.9940 1.1549

***

[12]
22
Properties=species:S:1:pos:R:3 method="wB97M-V/def2-TZVPD" e_above_lowest_kcal_mol=2.6 multiplicity=2 max_force_ev_per_a=3.2 e_tot_ev=-18958.5241 total_charge=+2
Na -0.0223 -0.0738 -0.3410
O 0.2345 -1.5559 1.5849
H 0.9851 -2.1337 1.7227
H -0.1222 -1.4128 2.4616
O 0.3449 -2.0464 -1.7976
H -0.3963 -2.1697 -2.3906
H 0.5669 -2.9300 -1.5040
O 2.4790 0.3409 -0.8338
H 2.9876 0.9787 -1.3345
H 3.1365 -0.2085 -0.4069
O -0.4676 1.9834 0.6820
H -0.7641 2.8828 0.5425
H -1.0265 1.6528 1.3852
O 1.9010 2.0813 1.8744
H 1.0838 2.0976 1.3763
H 1.7006 1.5531 2.6471
O -2.4653 -0.4931 0.7270
H -2.9551 -0.4196 1.5461
H -3.1142 -0.7798 0.0843
O -1.6298 0.1083 -2.4126
H -1.2682 0.9837 -2.5511
H -1.1883 -0.4392 -3.0619